1.
38
Properties=species:S:1:pos:R:3 method="wB97M-V/def2-TZVPD" e_tot_ev=-47376.4234 lumo_energy_ev="0.2312 / 0.2044" multiplicity=2 e_homo_ha="-0.2512 / -0.2499" e_above_lowest_kcal_mol=33.42
Ir -1.827 0.909 -0.207
N -3.447 -0.091 0.564
C -4.715 0.165 -0.160
C -4.532 1.213 -1.264
O -5.450 1.417 -2.030
O -3.388 1.818 -1.248
H -3.173 -1.066 0.501
H -3.528 0.154 1.543
H -5.482 0.532 0.520
H -5.081 -0.751 -0.618
O 0.018 1.431 -0.935
N 0.764 2.254 -0.163
C 1.848 2.800 -0.761
C 2.879 3.297 -0.023
C 2.789 3.236 1.380
C 1.664 2.738 1.969
C 0.594 2.235 1.185
S -0.886 1.700 1.812
H 1.805 2.797 -1.840
H 3.733 3.726 -0.523
H 3.600 3.610 1.992
H 1.544 2.721 3.043
C 1.583 -3.679 -2.189
C 0.681 -3.274 -1.030
S 0.527 -1.477 -0.920
O -0.775 -1.281 -0.169
C 1.874 -1.173 0.267
C 1.417 -1.304 1.710
H 1.776 -4.751 -2.167
H 2.548 -3.169 -2.145
H 1.121 -3.433 -3.145
H 1.047 -3.652 -0.074
H -0.344 -3.613 -1.169
H 2.236 -0.166 0.053
H 2.666 -1.880 0.012
H 0.493 -0.750 1.869
H 2.183 -0.897 2.370
H 1.238 -2.344 1.987

2.
33
Properties=species:S:1:pos:R:3 method="wB97M-V/def2-TZVPD" e_tot_ev=-18768.8511 lumo_energy_ev=0.7677 e_homo_ha=-0.3642 e_above_lowest_kcal_mol=170.92
C -1.559 -1.561 -0.377
C -0.502 -1.913 -1.321
C 0.268 2.413 -0.310
C 1.583 1.946 -0.844
C -1.377 -0.112 0.153
C 0.014 1.578 0.971
C 0.872 -1.776 -0.708
C 1.687 0.497 -1.161
C 0.010 0.065 0.829
C 1.154 -0.436 -0.035
C 0.010 -0.519 2.169
N 2.326 -0.781 0.905
N 3.338 -0.482 0.311
O 3.070 0.130 -1.093
O 4.493 -0.566 0.621
H -2.516 -1.911 -0.753
H -1.285 -2.268 0.457
H -0.599 -3.041 -1.703
H -0.577 -1.414 -2.219
H 0.298 3.486 0.038
H -0.514 2.030 -1.010
H 1.705 2.450 -1.913
H 2.449 2.252 -0.140
H -1.393 0.407 -0.801
H -2.194 0.117 0.822
H 0.874 2.019 1.619
H -0.900 1.819 1.312
H 0.880 -2.608 0.039
H 1.671 -1.946 -1.340
H 1.513 0.255 -2.241
H 1.068 -0.435 2.556
H -0.362 -1.627 2.085
H -0.805 -0.031 2.871

3.
32
Properties=species:S:1:pos:R:3 method="wB97M-V/def2-TZVPD" e_tot_ev=-22553.2602 lumo_energy_ev=0.3110 e_homo_ha=-0.2423 e_above_lowest_kcal_mol=34.30
C 2.388 -0.467 0.095
C 1.162 1.954 -0.204
C 1.053 -0.446 0.361
C 0.428 0.859 0.008
C 0.106 -1.466 0.900
C 0.474 -2.746 1.305
C 3.288 0.600 -0.330
C 2.676 2.016 -0.029
C -1.304 -1.017 0.690
C -2.371 -2.017 0.886
C -3.942 1.967 0.449
N 1.119 -1.352 -2.825
N -2.526 1.977 0.105
Si -1.313 0.740 0.259
H 2.780 -1.463 0.260
H 0.767 2.912 -0.306
H -0.137 -3.479 1.725
H 1.462 -3.044 1.322
H 4.228 0.634 0.262
H 3.708 0.751 -1.335
H 2.990 2.852 -0.816
H 2.904 2.473 0.941
H 1.427 -1.927 -2.028
H -2.553 -2.110 1.987
H -2.072 -2.972 0.503
H -3.279 -1.773 0.456
H -4.470 1.389 -0.311
H -3.974 1.347 1.288
H -4.171 3.040 0.691
H 0.227 -1.615 -3.169
H 1.178 -0.346 -2.627
H -2.252 2.730 -0.513

4.
33
Properties=species:S:1:pos:R:3 method="wB97M-V/def2-TZVPD" total_charge=-1 e_tot_ev=-19329.9766 lumo_energy_ev=3.3151 e_homo_ha=-0.1590 e_above_lowest_kcal_mol=18.40
C -1.660 0.610 0.820
C 0.406 2.520 -0.112
C 0.288 1.002 0.411
C 1.255 0.275 1.314
C 1.174 -0.002 -0.243
C 2.475 1.028 1.839
C 0.830 -0.904 2.261
C 0.765 -1.381 -0.719
C 2.182 0.462 -1.240
C -3.638 -0.451 0.181
C -2.284 0.720 -1.522
N -2.632 0.495 -0.172
O 0.381 3.398 0.686
O -1.884 0.502 2.025
O 0.382 2.520 -1.338
H 2.581 0.981 3.004
H 2.542 2.065 1.670
H 3.369 0.560 1.362
H 1.795 -1.240 2.731
H 0.300 -1.681 1.703
H 0.238 -0.497 3.091
H 1.280 -2.053 -0.044
H 1.207 -1.672 -1.727
H -0.255 -1.713 -0.803
H 2.415 1.497 -1.123
H 1.646 0.423 -2.238
H 3.055 -0.179 -1.282
H -3.544 -0.645 1.270
H -4.612 -0.096 0.085
H -3.394 -1.439 -0.386
H -3.084 1.242 -1.933
H -1.380 1.401 -1.529
H -2.088 -0.206 -2.003

5.
30
Properties=species:S:1:pos:R:3 method="wB97M-V/def2-TZVPD" e_tot_ev=-13744.7313 lumo_energy_ev=0.7349 e_homo_ha=-0.2944 e_above_lowest_kcal_mol=44.61
C -1.327 -0.813 -3.036
C 0.876 -2.360 -0.336
C 0.424 -1.861 -1.560
C 0.028 -2.184 0.768
C -0.837 -1.379 -1.774
C -1.186 -1.469 0.695
C -1.645 -1.200 -0.551
O 0.280 -2.667 1.946
H 1.827 -2.825 -0.289
H 1.010 -2.110 -2.427
H 1.051 -3.283 1.950
H -1.832 -1.353 1.552
H -1.827 -1.663 -3.627
H -0.704 -0.100 -3.702
H -2.685 -1.109 -0.754
H -2.255 -0.254 -2.857
C 0.692 1.545 0.884
C 1.913 2.411 0.348
C 0.622 1.640 2.439
C -0.675 1.787 0.263
H 1.079 0.493 0.532
H 1.932 2.212 -0.720
H 0.457 2.741 2.710
H -0.260 1.097 2.754
H 1.543 1.254 2.915
H -1.146 2.809 0.536
H -0.678 1.967 -0.794
H 2.822 2.163 0.967
H 1.878 3.558 0.628
H -1.375 0.952 0.539

6.
30
Properties=species:S:1:pos:R:3 method="wB97M-V/def2-TZVPD" e_tot_ev=-13744.1501 lumo_energy_ev=0.8549 e_homo_ha=-0.3087 e_above_lowest_kcal_mol=58.02
C -3.170 -0.063 -1.919
C -0.499 1.428 0.193
C -1.733 0.894 -0.224
C 0.520 1.791 -0.742
C -1.781 0.432 -1.546
C 0.406 1.451 -2.085
C -0.722 0.652 -2.433
O 1.704 2.400 -0.342
H -0.387 1.754 1.225
H -2.677 0.760 0.497
H 1.784 2.422 0.558
H 1.130 1.832 -2.829
H -3.557 0.262 -2.785
H -3.934 0.100 -0.984
H -0.763 0.091 -3.455
H -3.175 -1.214 -2.052
C 1.058 -1.846 1.559
C 0.788 -3.330 1.907
C 0.260 -1.027 2.612
C 2.561 -1.396 1.482
H 0.718 -1.875 0.472
H 0.654 -3.635 2.977
H 1.551 -3.920 1.623
H 0.311 -1.427 3.682
H 0.680 -0.003 2.711
H -0.767 -0.979 2.274
H 3.152 -2.108 1.009
H 2.755 -0.305 0.969
H 2.944 -1.292 2.509
H -0.166 -3.577 1.515

7.
30
Properties=species:S:1:pos:R:3 method="wB97M-V/def2-TZVPD" total_charge=+1 e_tot_ev=-13735.1943 lumo_energy_ev="-3.6903 / -7.5093" multiplicity=2 e_homo_ha="-0.4987 / -0.4984" e_above_lowest_kcal_mol=65.18
C -2.349 -1.099 1.032
C -2.358 -1.455 2.579
C -1.518 0.072 0.631
C -0.547 0.663 1.441
C -1.789 0.647 -0.611
C -0.065 1.949 1.254
C -1.227 1.902 -0.882
C -0.327 2.471 0.021
O 0.408 3.507 -0.342
H -2.218 -1.957 0.285
H -3.460 -0.890 0.823
H -3.084 -2.114 2.932
H -0.337 0.047 2.339
H -2.590 0.204 -1.338
H 0.765 2.343 1.796
H -1.188 2.500 -1.806
H 0.946 3.990 0.253
H -2.671 -0.645 3.316
H -1.562 -1.971 2.764
C 1.830 -0.697 -1.147
C 2.734 -1.869 -0.772
C 2.172 -0.080 -2.457
H 1.924 -0.196 -0.109
H 0.773 -1.035 -1.286
H 2.896 -2.437 -1.762
H 3.650 -1.665 -0.281
H 3.198 0.360 -2.523
H 1.248 0.795 -2.744
H 2.491 -2.560 -0.076
H 2.257 -0.779 -3.332

8.
30
Properties=species:S:1:pos:R:3 method="wB97M-V/def2-TZVPD" total_charge=+1 e_tot_ev=-13737.9670 lumo_energy_ev="-3.7015 / -7.3664" multiplicity=2 e_homo_ha="-0.5025 / -0.5025" e_above_lowest_kcal_mol=1.24
C 0.040 2.569 -0.741
C -0.646 1.919 0.558
C 0.650 1.475 -1.488
C 1.852 0.863 -1.017
C -0.022 0.902 -2.611
C 2.418 -0.147 -1.729
C 0.587 -0.021 -3.400
C 1.824 -0.557 -2.948
O 2.420 -1.409 -3.755
H -0.789 3.067 -1.230
H 0.769 3.291 -0.382
H 0.127 1.716 1.296
H 2.477 1.393 -0.302
H -1.017 1.262 -2.826
H 3.327 -0.592 -1.335
H 0.256 -0.248 -4.405
H 2.959 -2.067 -3.288
H -1.082 0.988 0.227
H -1.359 2.640 0.947
C -1.543 -0.982 2.432
C -2.387 -2.033 3.182
C -0.124 -1.481 2.047
H -2.098 -0.655 1.550
H -1.398 -0.094 3.050
H -3.372 -2.161 2.738
H 0.599 -0.679 1.957
H 0.150 -2.179 2.839
H -0.201 -2.119 1.164
H -1.890 -3.000 3.270
H -2.526 -1.662 4.199